Entry 1:
32
Properties=species:S:1:pos:R:3:forces:R:3 method="wB97M-V/def2-TZVPD" lumo_ha=-0.383 total_charge=+2
I 3.335 1.625 -2.432 -0.3 0.0 0.6
I -0.089 -0.851 -1.634 2.7 0.3 0.3
Tl 1.959 1.511 0.072 0.9 0.5 -0.7
P 1.477 -1.698 0.533 0.5 -2.7 -1.1
C 0.644 -3.304 0.736 -0.4 0.3 0.1
C 2.997 -2.180 -0.353 0.0 0.9 -0.9
H 3.572 -2.865 0.288 -0.3 0.2 -0.1
H 2.843 -2.305 2.416 -0.1 -0.2 -0.4
H 3.606 -1.284 -0.589 -0.2 -0.5 0.1
H 2.651 -0.530 2.366 -0.1 -0.4 0.0
H 0.282 -3.669 -0.221 0.0 -0.1 0.0
H 2.733 -2.661 -1.308 0.1 0.1 0.4
C 2.137 -1.494 2.231 -1.0 1.9 0.8
H 1.383 -4.005 1.154 -0.2 0.3 -0.1
H 1.305 -1.543 2.958 0.4 0.0 -0.3
H -0.194 -3.210 1.431 0.1 -0.1 -0.1
P -1.307 1.864 -0.401 -2.9 0.8 1.3
C -3.009 1.315 -0.791 0.5 -0.7 0.2
C -1.623 3.337 0.631 0.6 -0.5 0.8
H 0.189 3.013 -1.991 -0.3 0.1 -0.2
H -1.531 3.573 -2.078 0.1 -0.3 0.4
H -1.028 2.018 -2.833 0.1 0.2 0.4
C -0.865 2.704 -1.986 1.5 -1.1 -0.5
H -0.666 3.766 0.958 -0.3 0.1 0.0
H -2.172 4.064 0.025 0.1 -0.2 0.0
H -3.553 2.219 -1.098 0.2 -0.2 0.0
H -3.479 0.864 0.089 0.0 0.2 -0.2
H -2.209 3.040 1.514 0.2 0.2 -0.3
H -2.979 0.588 -1.609 -0.2 0.2 0.1
C -2.272 -1.889 -0.138 -2.1 -1.2 1.4
O -3.197 -2.274 0.384 0.6 0.3 -0.4
Br -0.939 0.260 1.676 -0.2 1.5 -1.4

Entry 2:
33
Properties=species:S:1:pos:R:3:forces:R:3 method="wB97M-V/def2-TZVPD" spin_multiplicity=3 lumo_ha="-0.542 / -0.557" total_charge=+3
I 2.336 -2.823 -0.547 0.0 -0.5 -0.2
I -1.595 -2.486 -0.163 2.0 1.0 -0.2
Mo 0.577 -0.812 -0.307 0.7 0.2 5.7
P 0.175 0.103 -2.305 -0.9 2.5 -3.9
C -1.528 0.409 -2.810 -0.6 -0.4 0.3
C 0.845 1.780 -2.365 0.4 0.4 0.5
H 2.028 -0.897 -3.369 -0.1 -0.1 -0.4
H 0.827 -0.268 -4.567 0.0 -0.1 0.2
H 0.494 -1.802 -3.649 0.2 0.0 -0.4
C 0.965 -0.814 -3.623 0.3 -0.6 0.4
H 1.849 1.809 -1.932 -0.2 0.2 -0.4
H 0.863 2.041 -3.431 -0.1 0.1 0.2
H -1.496 0.706 -3.865 0.1 0.0 0.1
H -1.981 1.202 -2.208 0.1 -0.1 -0.1
H 0.181 2.457 -1.811 0.2 -0.1 -0.2
H -2.126 -0.495 -2.706 -0.1 0.0 -0.2
C -0.934 0.608 0.434 -5.1 2.3 -0.9
O -1.982 1.152 0.447 5.5 -2.4 0.6
Cl 2.458 0.548 0.155 -1.7 -1.7 -0.8
C 0.934 0.835 4.712 0.2 0.2 -0.4
P 0.047 -0.020 3.405 -1.6 -0.1 2.7
C 0.288 -1.795 3.631 0.3 -0.1 -0.8
C -1.711 0.306 3.676 0.0 -0.2 -0.3
O 0.423 0.582 2.054 0.2 -0.6 -2.6
H 0.282 1.638 5.081 0.3 -0.1 -0.1
H 1.860 1.259 4.279 -0.3 -0.2 0.5
H 1.129 0.122 5.522 0.2 0.3 -0.1
H 0.160 -2.010 4.702 0.0 0.0 -0.3
H -0.439 -2.374 3.035 0.2 0.2 0.4
H 1.302 -2.098 3.318 -0.2 0.1 0.3
H -2.017 1.128 3.022 0.1 0.1 0.3
H -2.304 -0.568 3.397 -0.1 0.0 0.2
H -1.913 0.578 4.714 0.0 -0.1 -0.1

Entry 3:
32
Properties=species:S:1:pos:R:3:forces:R:3 method="wB97M-V/def2-TZVPD" spin_multiplicity=4 lumo_ha="-0.308 / -0.303" total_charge=+2
C 5.823 0.368 -0.319 0.3 0.0 0.3
I 3.658 0.599 -0.678 0.3 0.0 -0.1
H 5.972 0.250 0.753 -0.3 0.0 -0.1
H 6.338 1.260 -0.685 -0.5 -0.1 0.0
H 6.167 -0.516 -0.859 -0.5 0.1 0.0
Nd 0.076 0.658 0.661 -0.1 -0.7 3.3
P -0.287 -2.041 -0.097 -0.1 -0.6 0.2
C -0.198 -2.628 -1.814 0.1 0.5 -0.2
C 1.006 -2.951 0.829 0.1 0.5 0.0
H -1.959 -2.323 1.636 0.0 -0.3 -0.5
H -1.886 -3.738 0.492 -0.2 0.3 0.1
H -2.703 -2.186 0.007 0.3 -0.4 0.3
C -1.875 -2.644 0.581 0.0 0.5 0.0
H 0.976 -2.633 1.888 0.0 -0.3 -0.5
H 0.798 -4.023 0.728 0.2 0.2 0.1
H -0.315 -3.722 -1.801 0.1 0.4 -0.3
H 0.782 -2.318 -2.241 -0.6 -0.4 0.2
H 1.995 -2.688 0.410 -0.4 -0.3 0.2
H -1.008 -2.131 -2.395 0.5 -0.6 0.3
C 0.158 0.722 -1.893 0.8 1.5 -7.8
O 0.272 0.949 -3.040 -0.7 -1.4 6.4
Cl -0.289 -0.193 3.020 0.5 0.2 -1.0
C -3.680 3.326 0.219 -0.5 -1.4 2.0
S -2.336 2.149 0.258 -0.1 1.0 0.2
C -0.989 3.461 0.494 -0.2 -0.1 0.1
O -2.547 1.316 1.501 1.5 0.3 -0.9
H -3.523 3.997 -0.569 -0.1 1.1 -1.2
H -3.688 3.789 1.242 0.0 -0.3 -1.0
H -4.560 2.667 0.105 0.2 0.6 -0.1
H -1.188 4.003 1.432 0.2 -0.2 -0.3
H 0.068 3.072 0.507 -0.8 0.6 0.0
H -1.060 4.148 -0.373 0.0 -0.4 0.4

Entry 4:
29
Properties=species:S:1:pos:R:3:forces:R:3 method="wB97M-V/def2-TZVPD" spin_multiplicity=9 lumo_ha="0.020 / -0.078" total_charge=0
Ir -1.903 -0.778 -3.434 -0.5 0.0 2.1
Cl -2.483 -0.599 -1.261 -0.2 0.1 0.4
C -1.393 -2.415 -4.368 0.7 -2.9 -0.9
C -1.928 0.811 -4.574 -0.2 2.9 -1.4
H -1.113 -2.176 -5.411 -0.1 -0.2 0.4
H -0.535 -2.872 -3.827 -0.5 0.0 -0.5
H -2.260 -3.113 -4.349 0.6 0.1 -0.1
H -1.562 0.553 -5.586 -0.2 0.2 0.4
H -1.274 1.582 -4.109 -0.4 -0.2 -0.4
H -2.972 1.193 -4.626 0.6 0.0 -0.1
Pt 1.029 -0.546 0.938 -3.2 -2.1 1.4
C -0.204 -2.135 0.710 -1.2 -2.2 0.1
C 2.381 0.082 -0.120 4.7 2.9 -3.3
H -0.138 -2.539 -0.310 0.1 0.1 0.2
H 0.015 -2.936 1.429 0.0 0.1 -0.2
H -1.233 -1.788 0.875 0.3 0.1 0.0
H 2.422 1.175 -0.321 0.4 -0.6 0.3
H 3.242 -0.476 -0.544 -0.8 0.1 0.0
C -0.237 2.008 3.919 0.0 0.3 0.2
C 0.806 1.445 2.967 -0.8 0.1 0.1
C 2.162 1.220 3.597 0.2 -0.2 0.4
O 0.246 0.195 2.498 0.4 1.6 1.0
H -0.359 1.349 4.785 0.0 0.1 -0.1
H -1.209 2.114 3.422 0.2 -0.1 0.0
H 0.061 2.998 4.280 0.0 -0.1 0.0
H 0.919 2.140 2.118 -0.1 -0.3 0.0
H 2.072 0.532 4.450 0.1 0.1 -0.2
H 2.881 0.807 2.881 -0.2 0.0 0.1
H 2.568 2.168 3.968 -0.1 -0.1 -0.1

Entry 5:
32
Properties=species:S:1:pos:R:3:forces:R:3 method="wB97M-V/def2-TZVPD" spin_multiplicity=4 lumo_ha="-0.115 / -0.115" total_charge=0
Co -4.460 -1.401 0.366 2.0 1.4 -0.7
C -2.558 -0.064 -0.165 -0.4 0.7 -0.6
O -1.690 0.725 -0.455 0.7 0.0 0.1
O -3.385 -0.582 -1.069 -1.2 -1.1 0.6
O -2.900 -0.430 1.049 -1.1 -1.0 0.6
C 1.769 1.567 -2.999 -0.6 -0.3 0.3
C 0.270 1.489 -3.314 0.3 0.3 0.0
O -0.244 0.223 -2.945 0.0 -0.1 -0.3
H 1.916 1.209 -1.978 0.1 0.1 0.0
H 2.164 2.580 -3.076 0.1 0.0 -0.2
H 2.282 0.871 -3.661 0.2 0.2 0.0
H 0.145 1.647 -4.392 -0.2 -0.2 0.0
H -0.305 2.287 -2.833 0.2 0.0 0.2
H -0.775 0.325 -2.144 0.0 0.1 0.0
C -0.340 -5.173 2.293 0.2 -0.4 0.0
C -0.175 -3.841 1.597 -0.4 0.4 -0.2
O -0.982 -2.820 2.196 0.1 -0.2 0.0
H -1.389 -5.441 2.436 0.0 0.2 0.0
H 0.140 -5.172 3.272 -0.1 0.0 0.0
H 0.093 -5.987 1.705 0.1 0.1 0.0
H -0.424 -3.909 0.531 0.0 -0.1 0.0
H 0.845 -3.464 1.640 0.1 -0.1 0.1
H -1.869 -2.889 1.834 0.1 0.1 0.1
C 1.905 3.754 1.683 0.0 0.4 0.0
C 1.148 2.953 0.649 0.0 -0.4 -0.1
O 0.398 1.933 1.294 0.1 0.2 -0.1
H 2.631 3.156 2.234 0.0 -0.1 -0.2
H 1.248 4.206 2.428 -0.1 -0.1 -0.1
H 2.432 4.566 1.172 0.1 -0.1 0.1
H 1.869 2.515 -0.057 0.0 0.0 0.1
H 0.485 3.584 0.044 0.0 0.2 0.2
H -0.245 1.582 0.664 -0.1 -0.2 0.1

Entry 6:
26
Properties=species:S:1:pos:R:3:forces:R:3 method="wB97M-V/def2-TZVPD" lumo_ha=-0.120 total_charge=+1
C 0.518 -0.981 1.786 -0.5 0.5 0.4
C 1.326 -1.291 0.549 -0.3 -0.2 0.0
C 2.188 -2.519 0.857 0.2 0.5 0.2
N -0.543 0.083 1.519 0.4 -0.2 -0.3
H -0.050 -1.820 2.184 0.2 -0.2 -0.1
H 1.150 -0.578 2.580 -0.1 -0.1 0.0
H 1.914 -0.405 0.295 0.1 -0.2 -0.1
H 0.646 -1.488 -0.286 0.1 0.0 0.0
H 2.820 -2.305 1.724 -0.1 -0.1 0.0
H 1.546 -3.364 1.102 0.1 -0.1 -0.1
H 2.866 -2.761 0.042 -0.2 -0.1 -0.1
H -0.111 0.972 1.254 0.0 0.0 0.0
H -1.115 -0.183 0.704 0.1 0.2 0.2
H -1.138 0.239 2.330 -0.1 0.0 0.0
C -1.846 -0.090 -2.406 0.7 -0.3 -0.4
C -1.527 0.960 -1.389 -0.3 0.4 0.3
C -0.386 1.652 -1.252 -0.5 -0.4 -0.7
C -0.181 2.842 -0.364 0.1 -0.1 0.2
H -0.928 -0.420 -2.903 -0.1 0.0 0.0
H -2.345 -0.982 -2.021 0.0 0.1 0.3
H -2.509 0.290 -3.189 0.0 0.2 0.1
H -2.383 1.242 -0.767 0.1 0.2 0.0
H 0.432 1.393 -1.924 0.0 0.0 0.1
H -1.078 3.060 0.227 0.2 -0.1 0.1
H 0.703 2.699 0.281 -0.2 0.2 0.0
H 0.030 3.753 -0.933 0.0 -0.2 -0.1

Entry 7:
29
Properties=species:S:1:pos:R:3:forces:R:3 method="wB97M-V/def2-TZVPD" lumo_ha=-0.296 total_charge=+2
C -1.360 2.180 -0.452 -0.1 0.0 0.0
C -0.248 1.134 -0.403 0.3 0.7 0.0
C 0.660 1.324 0.803 -0.2 -0.1 -0.1
C 0.561 1.178 -1.692 0.0 -0.1 0.1
N -0.949 -0.234 -0.325 2.0 -2.6 -1.3
N -1.592 -0.490 0.885 -0.4 -0.1 0.8
C 0.126 -1.568 -0.650 -1.9 2.3 1.0
N 0.088 -1.903 -1.915 0.0 0.0 -0.4
C 0.831 -2.170 0.349 0.2 -0.3 -0.3
C 0.833 -1.911 1.725 -0.2 0.2 0.2
N 1.575 -2.572 2.561 0.1 -0.1 0.1
H -1.903 2.148 -1.396 -0.1 0.0 0.0
H -2.076 2.094 0.366 0.0 0.0 0.0
H -0.911 3.169 -0.369 0.0 0.0 0.0
H 1.220 2.243 0.665 0.0 0.1 0.0
H 1.381 0.517 0.885 0.2 0.0 0.0
H 0.110 1.422 1.733 -0.1 0.0 0.2
H 0.952 2.184 -1.820 0.0 0.1 0.0
H 1.413 0.504 -1.661 0.1 -0.1 0.0
H -0.045 0.970 -2.571 -0.1 0.0 -0.1
H -1.576 -0.270 -1.143 -0.1 0.0 0.3
H -2.421 -1.066 0.783 0.0 0.0 -0.2
H -1.822 0.361 1.389 0.0 0.1 -0.3
H 0.646 -2.682 -2.249 0.0 0.0 0.0
H -0.427 -1.405 -2.628 0.0 0.0 0.1
H 1.466 -2.985 0.009 0.0 0.0 -0.1
H 0.187 -1.144 2.131 0.1 -0.1 0.1
H 1.558 -2.382 3.557 0.0 0.0 -0.1
H 2.194 -3.318 2.259 0.0 0.1 0.0

Entry 8:
44
Properties=species:S:1:pos:R:3:forces:R:3 method="wB97M-V/def2-TZVPD" lumo_ha=-0.156 total_charge=0
Zn -2.817 2.019 -3.329 0.0 0.0 -0.1
Zn 1.570 0.956 -1.722 -0.1 0.1 0.1
C 0.587 2.651 -5.068 -1.1 -5.9 4.2
O -0.519 2.596 -5.528 -4.0 2.2 -5.8
O 1.275 1.663 -4.806 4.8 -0.9 -2.5
O 0.280 3.028 -3.908 0.4 4.5 4.0
C -1.816 0.369 -0.017 10.0 2.8 2.3
O -0.728 0.713 0.492 0.1 -2.1 4.4
O -1.624 -0.035 -1.148 -1.0 -5.2 -6.0
O -2.611 1.180 -0.316 -9.1 4.4 -0.4
C 4.863 1.831 1.631 -2.4 0.7 -4.9
O 4.329 2.039 0.515 0.5 0.0 1.1
N 4.083 1.575 2.664 -1.6 -0.7 2.4
N 6.156 1.845 1.771 4.0 -0.4 2.1
H 4.369 1.195 3.555 0.2 0.2 -0.3
H 3.117 1.421 2.414 0.2 0.1 0.0
H 6.547 1.511 2.639 -0.1 0.2 0.0
H 6.881 2.140 1.133 -1.0 0.0 -0.5
C -2.970 5.838 3.022 2.4 3.4 3.7
O -3.218 6.732 3.817 0.7 0.4 0.5
N -3.828 5.264 2.340 -8.4 -3.2 -4.1
N -1.856 5.234 2.723 6.2 -1.2 -0.1
H -3.587 4.682 1.550 -0.7 0.2 0.3
H -4.765 5.370 2.701 -0.2 -0.2 -0.8
H -0.931 5.572 2.947 -0.4 0.1 0.2
H -1.900 4.322 2.292 0.3 0.4 0.3
C -0.079 -3.964 4.968 -5.8 1.9 -2.4
O -1.285 -3.834 4.589 2.4 -0.9 1.2
N 0.777 -2.989 4.693 1.4 1.1 -0.5
N 0.436 -4.942 5.638 1.4 -3.0 1.7
H 0.258 -2.143 4.503 0.7 0.2 0.0
H 1.613 -3.045 5.257 0.0 1.1 -0.2
H 1.442 -4.994 5.573 -0.3 -0.7 0.5
H -0.120 -5.722 5.959 0.2 0.2 -0.4
C -0.506 -3.986 -5.645 -1.8 -1.5 -2.0
C -2.093 -3.707 -5.792 2.7 1.5 1.4
O -2.586 -3.925 -4.479 -1.0 -0.7 0.3
O -0.478 -5.288 -5.172 0.3 -1.7 1.2
H 0.136 -3.410 -4.979 -0.5 1.0 -0.3
H -0.091 -4.205 -6.629 0.4 1.4 -0.3
H -2.569 -4.416 -6.469 0.3 0.1 0.1
H -2.264 -2.663 -6.054 -0.2 0.0 -0.5
H -2.382 -3.196 -3.888 0.1 0.2 -0.2
H -1.095 -5.287 -4.437 -0.2 -0.4 0.4